ORCA calculation (ωB97M-V with the def2-TZVPD basis set) on a structure of composition C24H42N5O10PrS2.

Values from the calculation:
- ΔE to the lowest compared entry with this formula, charge and spin (eV) = 0.938
- net charge = 0
- LUMO level (spin up / spin down) (eV) = 0.4 / 0.4
- highest occupied orbital energy (spin up / spin down) (eV) = -8.44 / -8.46
- ⟨S²⟩ = 2.0014
- largest force on an atom (eV/Å) = 1.7
- total energy (hartree) = -3279.5176
- 2S+1 = 3

CARTESIAN COORDINATES (ANGSTROEM)
Pr  -0.548  0.866  -0.455
O  1.066  -1.046  -0.297
C  1.211  -2.111  -1.224
C  -0.156  -2.639  -1.628
N  -0.974  -1.530  -2.093
C  -0.602  -1.017  -3.418
C  -0.491  0.504  -3.239
O  -1.316  1.241  -3.787
O  0.445  0.884  -2.457
C  -2.405  -1.772  -1.915
C  -2.924  -1.141  -0.595
O  -4.140  -1.144  -0.421
O  -2.020  -0.696  0.183
H  0.756  -1.441  0.547
H  1.736  -1.698  -2.086
H  1.812  -2.917  -0.794
H  -0.059  -3.433  -2.383
H  -0.633  -3.057  -0.739
H  0.370  -1.407  -3.721
H  -1.332  -1.268  -4.189
H  -2.970  -1.330  -2.736
H  -2.641  -2.840  -1.886
N  -0.807  3.409  -1.806
C  -1.582  4.503  -1.219
C  -2.143  4.112  0.167
N  -1.253  3.195  0.866
C  -0.120  3.818  1.548
C  1.102  3.928  0.632
N  1.358  2.631  0.010
H  -1.337  2.873  -2.486
H  -0.008  3.764  -2.312
H  -0.936  5.374  -1.098
H  -2.419  4.818  -1.851
H  -2.316  5.030  0.746
H  -3.099  3.610  0.043
H  -1.781  2.652  1.539
H  -0.378  4.812  1.934
H  0.149  3.183  2.392
H  0.919  4.665  -0.151
H  1.950  4.284  1.229
H  2.043  2.717  -0.731
H  1.737  1.984  0.710
C  7.301  -3.644  0.329
C  6.060  -3.471  1.160
C  5.386  -2.251  1.177
C  4.193  -2.097  1.863
C  3.667  -3.187  2.543
C  4.341  -4.400  2.578
C  5.535  -4.535  1.889
S  2.016  -3.162  3.224
O  1.125  -2.626  2.227
O  1.760  -4.473  3.743
N  1.998  -2.164  4.517
C  2.024  -0.691  4.470
C  0.745  -0.038  3.913
C  0.759  0.446  2.449
O  1.854  0.563  1.854
O  -0.351  0.773  1.938
H  7.038  -3.632  -0.731
H  7.787  -4.594  0.545
H  8.011  -2.836  0.501
H  5.786  -1.414  0.616
H  3.657  -1.158  1.838
H  3.900  -5.225  3.120
H  6.056  -5.484  1.895
H  2.533  -2.590  5.262
H  2.887  -0.317  3.913
H  2.135  -0.389  5.510
H  0.531  0.856  4.503
H  -0.096  -0.720  4.020
O  -2.800  1.440  -1.271
S  -3.964  2.146  -1.911
C  -5.462  1.639  -0.987
C  -6.478  1.209  -2.032
C  -5.675  0.354  -3.009
C  -4.474  1.201  -3.401
H  -5.792  2.465  -0.357
H  -5.139  0.794  -0.376
H  -6.904  2.078  -2.543
H  -7.295  0.649  -1.576
H  -6.262  0.056  -3.878
H  -5.342  -0.541  -2.479
H  -4.724  1.949  -4.154
H  -3.592  0.654  -3.728

Cartesian forces, eV/Å:
-0.25 1.47 0.88
-0.05 -0.52 0.69
-0.09 -0.20 -0.25
0.21 0.30 0.22
-0.31 -0.12 -0.49
-0.03 0.22 0.20
-0.06 -0.26 -1.61
0.08 -0.07 0.03
0.56 -0.09 -0.86
0.07 0.32 0.40
-0.35 -0.71 -0.47
0.11 0.03 0.12
-0.69 -0.58 0.56
0.52 0.09 -0.17
0.04 0.03 0.08
0.06 0.07 0.03
-0.01 -0.01 0.02
-0.03 -0.04 -0.03
0.01 -0.01 0.04
-0.02 0.00 0.03
0.00 0.01 0.01
-0.03 0.00 -0.08
-0.28 0.15 -0.21
-0.01 -0.09 0.28
0.25 0.06 -0.28
-0.36 -0.10 0.39
0.24 -0.02 -0.23
-0.27 -0.05 0.01
0.54 -0.04 0.28
0.04 0.07 -0.15
0.07 -0.07 0.01
0.03 -0.01 -0.05
0.03 0.05 0.00
-0.08 -0.02 0.01
-0.04 0.02 0.07
0.00 0.12 0.11
0.00 -0.01 0.04
-0.05 0.01 0.02
0.03 0.00 -0.01
-0.01 0.05 -0.03
-0.03 -0.05 -0.05
0.26 0.03 -0.01
-0.08 0.03 0.02
-0.01 -0.09 0.05
-0.01 0.06 0.02
-0.10 0.04 -0.06
-0.34 -0.26 0.00
-0.05 0.03 0.03
0.06 0.11 -0.02
-0.13 0.00 -0.11
0.21 0.30 0.08
0.19 0.04 0.07
-0.12 -0.01 -0.21
-0.14 0.20 -0.41
-0.01 -0.26 -0.30
1.03 -0.01 0.40
-0.13 -0.22 0.47
-0.01 -0.23 0.44
0.06 -0.01 -0.01
0.04 0.02 -0.01
0.02 -0.01 0.00
0.00 0.01 0.03
-0.12 0.10 -0.10
0.05 -0.04 -0.05
-0.01 -0.01 0.01
-0.09 0.11 0.08
0.03 0.01 0.02
0.07 -0.02 -0.01
-0.10 -0.01 0.04
-0.11 0.06 0.11
-0.21 0.00 0.00
-0.46 -0.15 -0.26
0.06 0.19 0.02
0.07 -0.09 -0.08
-0.11 -0.04 0.08
0.03 0.00 0.18
0.08 0.04 -0.02
0.09 -0.02 -0.01
-0.04 -0.02 0.01
0.01 0.04 0.04
0.06 0.02 -0.04
0.01 -0.03 -0.06
0.02 0.01 0.01
0.09 0.11 -0.02

Mulliken population analysis, charges in e, atoms 1 to 2: number 1, Pr, carries 1.15; number 2, O, carries 0.00


ORCA calculation (ωB97M-V with the def2-TZVPD basis set) on an isolated molecule of C24H42NO5PS.

Values from the calculation:
- net charge = 0
- structure (SMILES) = CCOC[C@@]1(CCCS(=O)(=O)O)[C@H](P(CC)CC)O[C@H](CC)[C@@]1(N)Cc1ccccc1C
- LUMO level (eV) = 0.6
- highest occupied orbital energy (eV) = -7.98
- largest force on an atom (eV/Å) = 2.0
- total energy (hartree) = -2110.1355

CARTESIAN COORDINATES (ANGSTROEM)
C  1.747  1.973  3.793
C  0.324  2.352  3.393
O  -0.190  1.567  2.328
C  0.363  1.946  1.088
C  -0.244  1.159  -0.106
C  -1.604  1.846  -0.332
C  -2.565  1.285  -1.388
C  -3.721  0.440  -0.858
S  -4.999  1.279  0.067
O  -6.070  1.576  -0.829
O  -5.335  0.461  1.205
O  -4.373  2.624  0.632
C  0.870  1.317  -1.150
P  0.450  1.388  -2.967
C  1.141  2.999  -3.529
C  2.673  3.180  -3.390
C  1.541  0.151  -3.799
C  0.737  -1.021  -4.405
O  1.836  0.325  -0.744
C  1.290  -0.584  0.241
C  1.878  -1.999  0.011
C  2.935  -2.097  -1.083
C  -0.226  -0.388  0.079
N  -0.628  -1.003  -1.196
C  -1.149  -0.969  1.179
C  -0.493  -1.890  2.195
C  0.111  -1.387  3.346
C  0.690  -2.234  4.290
C  0.661  -3.617  4.114
C  0.063  -4.133  2.971
C  -0.520  -3.290  2.013
C  -1.173  -3.958  0.826
H  2.506  2.520  3.240
H  1.893  2.238  4.839
H  1.947  0.910  3.688
H  0.321  3.401  3.089
H  -0.341  2.196  4.236
H  0.105  2.996  0.912
H  1.450  1.878  1.113
H  -1.371  2.867  -0.633
H  -2.079  1.934  0.639
H  -2.061  0.705  -2.145
H  -3.014  2.131  -1.911
H  -4.260  0.020  -1.701
H  -3.391  -0.385  -0.238
H  -4.309  2.481  1.588
H  1.387  2.265  -0.955
H  0.600  3.813  -3.057
H  0.890  3.020  -4.586
H  3.158  2.269  -3.046
H  3.119  3.419  -4.351
H  2.921  3.972  -2.691
H  2.034  0.683  -4.610
H  2.335  -0.188  -3.138
H  1.074  -1.979  -4.013
H  0.834  -1.040  -5.485
H  -0.312  -0.927  -4.140
H  1.671  -0.287  1.218
H  2.252  -2.360  0.964
H  1.063  -2.654  -0.282
H  2.467  -2.073  -2.061
H  3.714  -1.350  -0.992
H  3.403  -3.077  -0.996
H  0.145  -1.089  -1.846
H  -1.000  -1.930  -1.062
H  -1.981  -1.513  0.749
H  -1.571  -0.131  1.724
H  0.132  -0.328  3.521
H  1.144  -1.824  5.181
H  1.089  -4.267  4.861
H  0.012  -5.201  2.825
H  -1.136  -5.034  0.944
H  -0.653  -3.746  -0.105
H  -2.206  -3.634  0.716

Cartesian forces, eV/Å:
0.13 0.24 0.20
0.40 -0.29 -0.18
-0.08 0.10 0.02
-0.28 -0.17 0.12
-0.20 0.23 0.42
0.48 -0.47 -0.83
-0.74 0.45 0.29
0.51 0.21 -0.12
-1.24 -1.61 -0.12
0.40 0.73 -0.21
0.47 0.27 0.24
0.04 0.11 -0.08
0.93 0.30 0.44
-1.15 -0.07 -0.44
1.05 -0.40 0.13
-0.29 -0.06 0.02
0.02 0.06 -0.14
0.17 0.07 0.53
-0.19 -0.22 -0.42
0.80 -0.30 -0.17
-0.55 0.43 -0.26
-0.02 -0.57 0.44
0.14 -0.44 -0.17
-0.21 0.06 -0.17
0.57 0.37 0.78
-0.02 -0.64 -0.16
0.15 -0.51 0.18
-0.14 -0.29 -0.17
-0.12 0.52 -0.34
-0.11 0.62 0.08
0.23 -0.13 0.26
0.14 0.30 0.16
0.04 -0.01 -0.22
0.05 -0.02 0.13
-0.11 -0.13 -0.02
-0.26 0.21 0.16
-0.21 0.06 0.02
0.14 0.18 -0.07
0.10 -0.18 0.02
0.04 0.17 0.05
-0.11 -0.06 0.11
0.19 -0.08 0.02
-0.02 0.08 -0.10
-0.24 -0.05 -0.05
0.06 0.02 0.21
0.05 0.15 0.08
-0.22 0.25 -0.13
-0.17 0.04 0.07
-0.26 0.08 -0.12
0.05 -0.09 0.12
0.10 0.16 -0.08
0.09 0.11 0.08
0.09 0.17 -0.03
0.02 -0.04 0.13
0.11 -0.11 -0.07
-0.07 -0.07 -0.15
-0.21 -0.02 -0.17
-0.35 0.35 0.19
0.10 -0.09 0.09
-0.05 -0.23 0.10
0.10 0.28 -0.20
0.02 0.21 -0.13
0.12 -0.09 -0.05
0.06 0.05 0.02
-0.01 -0.06 0.09
-0.08 0.04 -0.35
-0.13 0.00 0.10
-0.10 0.17 -0.09
0.02 0.10 0.03
0.05 -0.11 0.04
0.02 -0.15 -0.04
-0.18 -0.18 0.06
0.05 0.11 -0.15
-0.16 -0.12 -0.07

Mulliken population analysis, charges in e, atoms 1 to 2: number 1, C, carries -1.19; number 2, C, carries -0.45


ORCA calculation (ωB97M-V with the def2-TZVPD basis set) on a structure of composition C24H42NOP3Pt.

Values from the calculation:
- ΔE to the lowest compared entry with this formula, charge and spin (eV) = 1.543
- net charge = +4
- LUMO level (spin up / spin down) (eV) = -10.9 / -16.2
- highest occupied orbital energy (spin up / spin down) (eV) = -19.13 / -19.24
- ⟨S²⟩ = 6.0315
- largest force on an atom (eV/Å) = 5.1
- total energy (hartree) = -2211.4120
- 2S+1 = 5

CARTESIAN COORDINATES (ANGSTROEM)
Pt  -0.452  0.033  -0.448
P  -0.060  1.467  1.576
P  -2.733  0.517  -0.549
P  1.764  -0.739  -0.397
H  -1.307  0.213  -3.452
C  -0.217  0.276  -3.187
C  0.121  0.955  -1.989
H  -0.375  1.937  -2.011
C  0.552  3.108  1.015
C  -1.496  1.863  2.655
C  1.173  0.873  2.781
C  -3.403  -0.406  -1.961
C  -3.742  -0.055  0.858
C  -3.086  2.291  -0.852
C  2.051  -1.795  -1.855
C  2.263  -1.860  0.940
C  3.154  0.483  -0.533
H  0.297  -0.708  -3.405
H  1.234  1.160  -2.039
H  0.754  3.738  1.877
H  -0.206  3.582  0.386
H  1.470  2.974  0.436
H  -1.126  2.436  3.520
H  -1.942  0.927  3.011
H  -2.246  2.458  2.118
H  1.146  1.517  3.672
H  2.180  0.893  2.363
H  0.915  -0.146  3.086
H  -4.445  -0.625  -1.756
H  -2.845  -1.313  -2.095
H  -3.329  0.206  -2.872
H  -3.748  0.690  1.662
H  -3.343  -0.992  1.238
H  -4.758  -0.215  0.486
H  -4.157  2.433  -0.946
H  -2.585  2.592  -1.777
H  -2.701  2.914  -0.037
H  3.041  -2.234  -1.805
H  1.972  -1.197  -2.783
H  1.288  -2.577  -1.866
H  3.239  -2.266  0.670
H  1.532  -2.671  1.011
H  2.320  -1.326  1.890
H  4.073  -0.068  -0.693
H  3.239  1.088  0.373
H  3.015  1.168  -1.398
C  2.055  2.431  -4.816
C  2.416  3.307  -3.725
C  3.695  3.907  -3.734
C  4.571  3.761  -4.833
C  4.135  2.994  -5.934
C  2.899  2.376  -5.911
O  0.886  1.752  -4.949
H  0.502  1.201  -4.263
H  1.734  3.582  -2.912
H  4.031  4.517  -2.899
H  5.534  4.240  -4.810
H  4.807  2.896  -6.770
H  2.573  1.816  -6.785
N  -0.969  -1.624  0.656
C  -1.176  -2.716  1.041
C  -1.452  -4.005  1.597
C  -1.474  -5.161  0.812
C  -1.739  -6.380  1.389
C  -2.020  -6.481  2.760
C  -1.998  -5.334  3.546
C  -1.727  -4.081  3.002
H  -1.279  -5.054  -0.275
H  -1.734  -7.298  0.763
H  -2.252  -7.451  3.202
H  -2.214  -5.390  4.635
H  -1.723  -3.169  3.594

Cartesian forces, eV/Å:
-0.81 -1.36 3.80
0.15 1.49 1.31
-2.37 0.15 -0.06
2.75 -0.86 -0.75
1.27 0.38 -0.24
-2.28 -3.69 -1.38
3.26 3.17 -2.20
-0.03 0.30 0.44
-0.19 -0.73 -0.42
0.06 -0.30 -0.37
-0.14 -0.26 -0.15
0.36 0.84 -0.30
0.45 0.44 0.08
1.11 -0.28 0.21
-0.78 0.69 -0.45
-0.76 0.34 0.27
-1.10 0.60 -0.19
-0.56 1.41 -0.09
-1.17 0.15 0.25
0.00 0.05 0.18
0.09 0.04 0.07
-0.06 0.09 0.06
-0.08 -0.13 -0.31
0.04 0.25 0.04
0.21 -0.15 0.23
-0.04 -0.04 -0.26
-0.05 0.00 0.07
0.08 0.15 0.06
-0.20 -0.08 -0.01
0.10 -0.63 -0.16
-0.12 -0.24 0.25
-0.11 -0.22 -0.23
-0.13 -0.04 0.01
0.07 0.10 0.08
-0.34 -0.09 0.00
-0.20 0.00 0.03
-0.19 -0.09 -0.12
0.20 -0.09 0.12
0.23 -0.46 0.51
0.13 -0.10 -0.14
0.03 0.06 0.00
0.25 0.05 0.07
0.11 -0.27 -0.08
0.17 -0.27 0.08
0.09 -0.09 -0.09
0.13 -0.47 0.58
-2.05 0.23 1.24
1.65 0.65 0.53
-1.87 -0.64 0.50
-0.69 -0.49 0.09
-0.41 -0.25 0.08
1.65 -0.01 -2.17
2.77 2.01 -2.05
-0.39 -0.19 1.28
0.14 -0.42 -0.41
-0.31 0.02 -0.11
0.24 0.10 -0.14
-0.11 -0.12 -0.32
0.03 -0.03 0.19
-0.45 -2.39 0.96
-0.07 0.85 -0.13
-0.16 0.76 1.01
0.41 0.26 -1.35
-0.12 -1.12 -0.32
0.16 0.12 -0.44
-0.21 0.80 1.23
0.07 -0.32 -0.81
-0.15 -0.34 0.84
-0.06 0.82 0.51
0.10 0.28 -0.11
0.18 -0.05 -0.97
-0.02 -0.31 0.07

Mulliken population analysis, charges in e, atoms 1 to 2: number 1, Pt, carries 1.17; number 2, P, carries 0.70


ORCA calculation (ωB97M-V with the def2-TZVPD basis set) on a structure of composition C24H42O2P2Pr.

Values from the calculation:
- net charge = +1
- LUMO level (spin up / spin down) (eV) = -3.2 / -3.0
- highest occupied orbital energy (spin up / spin down) (eV) = -10.04 / -10.03
- ⟨S²⟩ = 2.0050
- largest force on an atom (eV/Å) = 4.6
- total energy (hartree) = -2289.6139
- 2S+1 = 3

CARTESIAN COORDINATES (ANGSTROEM)
Pr  0.458  0.671  1.573
C  -0.179  3.468  1.727
C  -1.407  2.733  1.727
C  -0.412  2.494  3.798
C  0.419  3.330  3.013
C  -1.536  2.113  3.008
C  0.330  4.337  0.641
H  0.077  3.959  -0.356
H  1.424  4.408  0.667
H  -0.064  5.367  0.707
C  1.668  3.966  3.496
H  2.077  4.657  2.747
H  2.431  3.196  3.708
H  1.488  4.528  4.429
C  -0.154  2.124  5.210
H  -0.053  3.027  5.834
H  0.789  1.558  5.298
H  -0.966  1.513  5.622
C  -2.696  1.318  3.481
H  -3.455  1.961  3.960
H  -2.388  0.572  4.226
H  -3.195  0.776  2.666
C  -2.418  2.715  0.636
H  -3.178  3.501  0.795
H  -2.945  1.750  0.584
H  -1.967  2.880  -0.353
C  1.764  -2.254  -3.232
C  1.060  -1.238  -3.772
C  -0.122  -1.431  -4.676
C  -1.146  -2.479  -4.173
C  -1.242  -2.574  -2.688
C  -0.592  -3.459  -1.902
C  0.569  -4.305  -2.322
C  1.494  -3.712  -3.413
H  0.233  -1.727  -5.681
H  -0.960  -3.452  -4.642
H  -0.638  -0.460  -4.794
H  1.104  -3.952  -4.409
H  2.726  -2.049  -2.758
H  1.470  -0.219  -3.793
H  2.461  -4.239  -3.335
H  1.192  -4.538  -1.438
H  -1.037  -3.761  -0.941
H  0.158  -5.273  -2.672
H  -2.135  -2.145  -4.531
H  -1.988  -1.903  -2.276
P  1.085  0.814  -1.112
C  2.772  0.613  -1.743
C  -0.113  1.384  -2.369
P  -0.984  -1.494  0.619
C  0.504  -0.959  -0.714
C  -2.680  -1.815  0.023
C  -0.498  -3.086  1.377
H  3.403  0.164  -0.961
H  3.181  1.599  -2.010
H  2.814  -0.046  -2.618
H  -0.491  0.531  -2.948
H  0.349  2.109  -3.059
H  -0.968  1.893  -1.884
H  -0.439  -3.916  0.656
H  -1.259  -3.321  2.145
H  0.475  -2.978  1.881
H  1.360  -1.647  -0.594
H  0.018  -1.230  -1.654
H  -3.340  -1.838  0.916
H  -2.792  -2.773  -0.512
H  -3.047  -0.995  -0.614
O  3.290  -1.313  2.918
C  3.058  -0.215  3.455
O  2.185  0.682  3.031
H  3.596  0.091  4.375

Cartesian forces, eV/Å:
0.07 3.20 3.31
-0.18 -0.81 0.44
0.96 -0.48 0.29
-0.08 -0.18 -1.04
-0.61 -0.67 -0.45
0.75 0.08 -0.55
0.28 0.60 -0.60
-0.09 0.07 0.09
-0.17 0.05 0.02
0.12 -0.32 -0.01
0.55 0.07 0.19
-0.05 -0.13 0.29
-0.19 0.34 0.01
0.11 -0.18 -0.37
0.25 -0.18 0.50
-0.04 -0.30 -0.11
-0.26 0.18 0.09
0.23 0.17 -0.02
-0.64 -0.32 0.33
0.19 -0.24 -0.14
-0.15 0.13 -0.11
0.06 0.15 0.15
-0.49 0.01 -0.36
0.18 -0.30 -0.20
-0.02 0.22 0.05
-0.13 0.14 0.27
0.21 1.07 -1.07
1.24 -0.92 -0.83
-0.32 0.20 -0.16
0.05 0.48 -0.72
-0.06 -1.32 0.36
-1.31 -0.17 -0.93
0.06 -0.59 -0.07
-0.03 -0.66 0.20
-0.15 0.23 0.35
-0.01 0.19 0.30
0.23 -0.39 -0.10
0.04 0.27 0.17
-0.31 0.17 0.18
-0.24 -0.57 0.23
-0.40 0.15 -0.11
-0.37 0.08 -0.24
0.48 0.74 -0.54
0.37 0.23 0.16
0.31 -0.31 0.06
-0.17 -0.36 0.14
-0.26 0.06 0.66
0.32 -0.35 -0.55
-0.25 -0.02 -0.37
0.56 0.20 0.29
-1.28 -0.31 -0.04
-0.44 -0.04 -0.52
0.36 -0.20 0.04
-0.26 0.28 -0.09
-0.16 -0.25 0.17
0.20 0.40 0.36
0.07 0.40 0.11
-0.07 -0.26 0.27
0.51 -0.29 -0.11
0.05 0.33 0.56
0.30 0.16 -0.34
-0.27 -0.07 -0.12
-0.41 0.24 0.12
0.43 -0.11 0.51
0.61 0.07 -0.30
0.04 0.46 0.22
0.13 -0.27 0.23
-0.76 1.98 0.67
0.02 -1.14 -0.88
0.42 -0.96 -0.05
-0.13 -0.10 -0.30

Mulliken population analysis, charges in e, atoms 1 to 2: number 1, Pr, carries 0.32; number 2, C, carries 0.68